Density functional theory data (ωB97M-V/def2-TZVPD) for a cluster of 10 separate species, C47H118N6O15 in total at a distorted geometry.

The geometry in XYZ format:
```
186
Properties=species:S:1:pos:R:3:forces:R:3:mulliken_charge:R:1
C 4.0381 -1.8140 4.3101 0.2774 0.9252 -0.8804 -0.98
C 4.3434 -1.1535 2.9071 -1.4245 -1.8151 0.0332 -0.45
O 3.0876 -1.0909 2.1582 0.5052 0.2309 1.3630 0.63
H 4.8817 -1.8734 4.9977 0.3243 0.6581 -0.1699 0.47
H 3.7308 -2.8598 4.2988 -0.4681 0.1498 -0.7106 0.26
H 3.2628 -1.1742 4.7315 -0.0763 -0.2572 0.3314 -0.15
H 4.9430 -1.8244 2.2919 0.7226 0.1932 0.3164 0.36
H 4.7677 -0.1513 2.9677 0.1984 -0.0787 0.3334 0.14
H 3.3455 -0.7917 1.2833 -0.0980 0.1510 -0.5384 -0.25
C -2.3251 -5.8858 0.7569 -0.3362 -0.0051 0.5974 -0.11
C -3.7727 -5.9649 0.2756 1.0070 -0.3972 -1.1737 -0.31
O -3.7439 -5.7897 -1.1303 -1.0528 0.2436 -0.9870 -0.58
H -1.6993 -5.3925 0.0132 -0.1745 0.5300 0.2185 -0.24
H -1.8942 -6.8838 0.8370 -0.0838 -0.1381 0.2934 0.43
H -2.3040 -5.3785 1.7214 0.4938 0.0165 0.0503 0.04
H -4.4801 -5.2034 0.6039 0.3935 0.0609 0.4191 0.25
H -4.1620 -6.9554 0.5112 -0.3178 -0.0648 0.1921 0.25
H -3.0021 -6.2077 -1.5737 0.1428 -0.1834 0.4032 0.31
C -0.2011 -0.5241 -1.0217 0.8138 -1.5341 1.5470 0.04
C 0.3080 -1.2454 0.2709 -0.4185 1.3718 0.5839 0.70
O -0.3947 -2.4034 0.6212 -0.8014 -1.5101 -0.4108 0.16
H -1.2514 -0.2669 -0.8846 0.1017 -0.0300 -0.4166 -0.05
H -0.0135 -1.3222 -1.7399 -0.4249 0.5127 -0.7721 0.05
H 0.4230 0.3504 -1.2055 -0.0924 -0.0170 -0.1713 -0.09
H 0.0360 -0.6954 1.1718 0.7766 1.1089 -0.1177 -0.63
H 1.3833 -1.4204 0.2345 -0.0162 0.1019 -0.0283 0.27
H 0.0567 -3.2125 0.3700 0.1541 0.1013 -0.2527 -0.21
C 1.6052 -5.4301 -1.3750 2.4881 -1.9214 0.1231 -1.47
C 0.8045 -4.4164 -2.0018 0.4266 2.8771 2.8256 0.37
O 0.4545 -4.5696 -3.2653 -2.4224 -1.1658 -3.4447 0.04
H 1.1309 -6.3981 -1.2133 -0.1593 0.0975 0.3084 0.34
H 2.1254 -5.0248 -0.5071 -0.4403 -0.1926 0.5957 0.18
H 2.4657 -5.6178 -2.0171 0.1988 -0.3186 -0.2945 0.71
H 1.3629 -3.4814 -1.9558 0.4547 0.5048 0.4774 -0.20
H -0.0126 -4.2313 -1.3045 -0.9964 0.0467 -0.7521 -0.53
H 1.2010 -4.7224 -3.8493 0.3947 0.0382 0.1079 0.16
C 5.1185 5.3028 -3.6740 -2.1266 0.9414 0.5723 -1.74
C 3.5586 5.8257 -3.7791 3.6898 1.3726 1.3882 1.66
C 3.2686 5.7371 -5.2614 -1.3454 -0.5815 -1.5593 -1.57
C 1.7789 5.8889 -5.6251 0.6962 -2.1733 3.1274 -0.67
C 1.0501 4.8380 -4.6365 -0.0380 0.7992 -2.0779 -1.48
C 1.2920 4.9760 -3.1161 -1.4703 -0.1504 -0.9457 1.91
N 2.7439 4.9904 -2.8898 -1.5414 -1.4397 -2.9709 0.71
O 3.0329 4.9915 -1.5538 0.6273 1.3101 0.9477 -0.42
C 0.5104 6.2009 -2.5638 0.2728 -0.3852 0.3986 -2.12
C 0.5411 3.6842 -2.5278 1.3082 1.2283 0.2484 -2.28
C 3.5623 7.3605 -3.3767 -0.0729 -0.2430 -0.2504 -1.64
H 5.0211 4.2174 -3.6970 0.6125 0.0337 -0.2184 0.43
H 5.5831 5.6674 -2.7578 -0.2608 -0.3801 0.3271 0.18
H 5.7177 5.7753 -4.4523 -0.2000 -0.4386 -0.4061 0.47
H 3.8040 6.4320 -5.9083 0.5715 0.5673 0.7956 0.39
H 3.6096 4.7942 -5.6888 -0.1319 -0.5028 0.3622 0.49
H 1.6085 5.6236 -6.6686 -0.3035 0.4094 0.1342 0.47
H 1.4142 6.8478 -5.2570 -0.0740 0.2911 -0.7752 0.23
H 1.2128 3.7936 -4.9029 0.7151 0.0173 -0.2652 0.61
H 0.0331 4.9781 -5.0027 -0.6844 -0.0238 1.1298 0.31
H 0.9262 6.5066 -1.6037 0.0159 -0.0561 0.1049 0.41
H 0.4865 7.0848 -3.2013 0.0964 -0.1382 -0.2068 0.33
H -0.5074 5.8565 -2.3808 -0.1255 0.3244 -0.0550 0.49
H -0.4993 3.7211 -2.8509 0.1082 -0.0917 -0.0985 0.65
H 1.0145 2.7510 -2.8329 0.0058 0.0565 -0.1959 0.28
H 0.5581 3.7314 -1.4389 -0.0512 -0.0455 0.1376 0.46
H 4.4925 7.7915 -3.0067 0.2828 -0.6983 0.4868 0.39
H 2.7906 7.5444 -2.6292 -0.0016 0.2840 -0.2249 0.33
H 3.4536 7.9709 -4.2732 -0.7731 0.0533 -0.0353 0.35
H 3.0272 4.0687 -1.2890 0.1817 -0.3881 0.3776 0.30
C 6.2903 5.9448 0.6859 -0.0984 0.8950 0.0151 -0.79
O 5.3321 5.0319 1.1424 -0.4827 -1.9270 -0.6443 -0.26
C 5.6514 3.6427 0.8556 -0.0879 -0.8505 -0.0568 -0.96
C 4.5060 2.5371 1.0404 0.7886 1.6883 2.3383 0.04
N 3.4451 2.3863 0.1067 -0.7883 -0.2373 -0.9297 0.10
C 3.8164 1.7528 -1.1639 1.0675 -0.0203 0.2359 0.80
C 4.6583 0.4676 -1.0940 -0.5229 -0.4088 1.0396 -1.62
O 3.8489 -0.5733 -0.5382 -1.3247 2.0794 0.2954 2.31
C 4.3436 -1.8159 -0.6733 0.9085 -3.1508 -1.0711 -3.76
H 7.0309 6.2196 1.4369 0.1054 -0.2581 0.4198 0.32
H 5.7382 6.8577 0.4626 0.0329 0.0882 -0.1222 0.25
H 6.8645 5.6842 -0.2032 -0.2859 -0.5212 -0.2331 0.32
H 6.4772 3.3765 1.5154 -0.0836 -0.3403 0.4140 0.49
H 6.1050 3.5022 -0.1256 -0.2157 0.5223 -0.4851 0.32
H 4.0674 2.8060 2.0014 -0.4947 0.4899 0.0664 0.24
H 4.8865 1.5708 1.3713 1.1032 -0.1221 -0.5499 -0.03
H 2.7123 1.8436 0.5409 -0.1611 0.0058 0.1699 -0.07
H 4.4513 2.5365 -1.5774 -0.0027 -0.2597 -1.0278 -0.09
H 2.9117 1.5617 -1.7411 0.1309 0.2193 -0.1716 0.11
H 5.4693 0.5792 -0.3743 0.4992 0.3307 -0.2655 0.06
H 5.0690 0.0807 -2.0266 -0.0986 0.5258 -0.3195 0.59
H 3.5804 -2.5847 -0.5521 -0.3905 0.1946 0.5843 -0.44
H 5.1932 -2.1034 -0.0540 0.1878 0.3654 0.5831 0.80
H 4.6802 -2.0846 -1.6746 0.1835 0.5518 -0.5715 0.68
C -2.4287 2.9794 4.5556 0.7115 0.3417 -0.1825 -0.87
O -1.6458 1.8622 4.2043 -0.5901 -0.2804 0.5144 -0.23
C -0.8057 1.9540 3.1013 2.5728 -1.8013 -0.7657 0.29
C 0.7172 2.1718 3.4867 -0.4116 0.3459 0.5887 -0.85
N 0.9876 1.4495 4.7303 -0.8613 -0.0957 -0.2814 0.28
C 1.8492 2.1988 5.6162 -0.7019 -1.1084 -0.1466 -0.98
C 1.5895 1.5192 7.0135 0.4998 2.2897 -2.3801 -0.75
O 0.2802 2.0692 7.2466 0.0983 -0.0309 -0.7465 -0.23
C 0.0251 1.9962 8.5897 0.4596 -0.5860 1.5778 -0.88
H -1.7626 3.8275 4.7144 -0.1268 0.4273 -0.1404 0.34
H -2.9209 2.8074 5.5128 -0.0518 -0.3636 -0.1852 0.24
H -3.1533 3.1789 3.7662 -0.1608 0.2205 0.0578 0.26
H -1.1200 2.5433 2.2399 -0.2916 0.4239 0.3396 0.70
H -0.6913 0.9281 2.7510 -0.7749 -0.2492 -0.3312 -0.64
H 0.9330 3.2400 3.5097 0.0109 0.4795 0.6681 0.39
H 1.5108 1.7896 2.8447 -0.7391 -0.2087 -1.1510 -0.02
H 0.1227 1.3876 5.2483 -0.4434 -0.1294 -0.2860 0.29
H 1.3729 3.1789 5.6431 0.8934 0.6556 0.5253 0.43
H 2.8024 2.1894 5.0876 0.6026 0.2221 0.9682 0.36
H 2.3104 1.8795 7.7475 -0.1032 -0.1816 0.2936 0.57
H 1.5927 0.4378 6.8769 -0.1460 -0.0812 0.3565 0.31
H -0.9646 2.2618 8.9614 -0.3547 -0.2533 -0.8482 0.26
H 0.6833 2.6760 9.1307 0.3901 0.0354 0.2804 0.30
H 0.2993 0.9654 8.8140 -0.4375 -0.1350 1.2082 0.35
C -1.6298 -1.8381 -4.8105 0.1295 -0.7983 1.0170 -0.12
O -1.3924 -0.7596 -5.6416 0.5641 0.9388 -1.4927 -0.22
C -1.8543 -1.0092 -6.9777 -0.3069 0.1822 0.6910 -0.72
C -3.3850 -0.9973 -6.9129 0.4605 1.4526 0.8096 -0.71
N -3.7087 0.2743 -6.1189 -0.5144 -1.4781 -2.4651 -0.24
C -5.1180 0.4972 -5.7526 1.7502 0.3205 -0.0335 -0.54
C -5.1712 1.8446 -4.9751 -1.3877 -1.5966 0.6695 -0.72
O -4.7365 1.7903 -3.5887 0.5181 0.5119 -2.3583 -0.24
C -3.3419 2.0994 -3.5076 -0.7575 -0.1437 1.9272 -0.82
H -1.1004 -2.7108 -5.1931 0.1450 -0.2320 0.3726 0.21
H -2.6732 -2.1135 -4.6569 -0.3990 0.1242 -0.4271 0.18
H -1.3144 -1.5570 -3.8058 0.5110 -0.1590 -0.1285 -0.23
H -1.3579 -1.8813 -7.4032 -0.4259 -0.6791 0.3026 0.42
H -1.5451 -0.2385 -7.6837 0.1408 0.6357 0.6502 0.32
H -3.7909 -1.8823 -6.4229 -0.0795 -0.1394 -0.0081 0.32
H -3.6987 -0.9957 -7.9568 -0.6366 0.3820 0.0674 0.39
H -2.9710 0.4123 -5.4430 -0.5204 -0.1424 0.2516 0.29
H -5.5490 -0.4098 -5.3288 -0.1630 0.1669 1.0937 0.39
H -5.7214 0.5871 -6.6559 0.1456 0.5133 -0.3814 0.32
H -6.2194 2.1363 -4.9097 -0.0615 0.1769 -0.0711 0.38
H -4.6263 2.5718 -5.5772 0.1650 0.1010 0.2369 0.37
H -3.0108 2.9545 -4.0968 -0.1195 -0.2826 -0.5372 0.46
H -2.7473 1.1909 -3.6037 0.3123 0.2111 -0.3205 0.22
H -3.2767 2.4358 -2.4728 0.5720 -0.0676 0.1917 0.24
C -9.5659 0.1939 -0.6534 0.7898 0.6512 1.3808 -0.84
O -8.1558 0.1314 -0.5358 -1.4673 -2.7454 0.3286 -0.25
C -7.4968 1.3126 -0.5808 2.0157 0.6696 -1.4254 -0.83
C -5.9950 0.9599 -0.5439 0.9031 1.4610 -0.1490 -0.06
N -5.5327 0.8448 0.8355 1.1335 0.0116 -0.1338 -0.38
C -4.0391 0.5589 1.0478 -1.2771 -1.6652 -2.2968 -0.47
C -3.5920 -0.8415 0.5127 -0.5388 0.1642 2.0529 0.94
O -4.1980 -1.7636 1.3645 -0.6110 -2.2664 0.8904 -0.51
C -3.4968 -2.1133 2.5646 -0.7256 0.0544 -0.8051 -0.56
H -9.8694 0.6680 -1.5868 -0.1828 -0.2781 -0.1930 0.29
H -9.8782 0.8101 0.1897 -0.5865 0.4344 -0.0400 0.35
H -9.9942 -0.7825 -0.4271 0.1823 -0.0909 -0.6760 0.24
H -7.7844 2.0320 0.1859 0.0168 0.0223 0.3137 0.37
H -7.6685 1.7422 -1.5677 -0.1452 0.6072 -0.2516 0.40
H -5.4058 1.7195 -1.0576 -0.1700 0.5636 0.1242 0.18
H -5.7621 0.1028 -1.1757 -0.5443 -0.5396 0.0402 0.21
H -6.1345 0.0797 1.1050 0.6639 -0.5542 1.2314 0.33
H -3.8028 0.5696 2.1118 0.0239 0.4519 -0.1983 0.32
H -3.3728 1.1404 0.4106 -0.4809 1.4176 0.4390 0.09
H -2.5203 -0.9697 0.6647 0.2738 0.2746 -0.6546 -0.84
H -3.9488 -1.1647 -0.4653 0.3467 0.7260 -0.3482 0.24
H -4.0682 -2.9257 3.0135 -0.3102 0.3720 0.3037 0.30
H -3.4655 -1.2124 3.1774 0.3559 -0.2996 0.5507 0.24
H -2.5201 -2.5706 2.4069 0.3805 0.5258 -0.3652 0.12
C 1.0915 -9.8844 1.3939 -0.1182 -0.0864 -1.5230 -1.03
O 0.4824 -8.8192 2.0801 0.1610 -0.3352 -2.5313 -0.13
C 0.9407 -8.6500 3.3479 -1.3882 0.3222 1.9365 -0.65
C 0.1083 -7.4848 3.9606 1.5118 -1.2541 1.1999 -0.60
N 0.4241 -6.1992 3.3618 -0.4486 0.0234 1.5057 -0.26
C -0.2217 -5.1246 4.2159 0.0856 0.6496 -1.8217 -0.97
C 0.2408 -3.6872 3.8125 -1.1744 -1.5545 0.1696 0.98
O -0.5548 -2.8230 4.6168 1.1930 -1.0840 1.6244 -0.50
C 0.0433 -1.5640 4.8361 -1.1898 1.0994 -2.2783 -0.05
H 2.0181 -9.5969 0.8969 0.2564 0.3065 0.1805 0.36
H 0.4267 -10.1856 0.5843 -0.1885 0.1790 -0.0331 0.27
H 1.3054 -10.8184 1.9134 -0.1919 0.1981 0.9521 0.34
H 2.0109 -8.5081 3.4987 0.2472 0.3912 -0.4626 0.35
H 0.6842 -9.6135 3.7881 0.0914 -0.0212 1.2538 0.44
H 0.3640 -7.4847 5.0201 0.0096 0.1537 0.2131 0.43
H -0.9625 -7.6802 3.9027 -0.2158 -0.4262 -0.0965 0.31
H -0.0803 -6.4089 2.5123 -0.0474 1.6081 -0.8169 0.09
H 0.0237 -5.1626 5.2772 0.4176 -0.7279 -0.0876 0.41
H -1.3101 -5.1757 4.1856 -0.2882 -0.0444 -0.1721 0.38
H 0.0391 -3.4223 2.7746 0.2837 -0.2227 -0.2109 -0.48
H 1.3111 -3.7522 4.0082 0.1707 0.9545 0.1207 0.06
H 1.1153 -1.4366 4.9864 -0.0221 -0.7698 0.5312 -0.18
H -0.5760 -0.9407 5.4811 0.1618 -0.4257 0.4702 0.32
H -0.1338 -1.1376 3.8487 0.5268 1.0599 -0.1996 0.13
```
Positions in Å, forces in eV/Å.

Net charge   -1
E_LUMO (spin up / spin down)   2.2 / 2.2 eV
Gap between HOMO and LUMO (spin up / spin down)   1.7 / 8.4 eV
Maximum force   4.4 eV/Å
Multiplicity   2